Record 1
{"formula": "C3H9PS", "method": "wB97M-V/def2-TZVPD", "species": ["C", "C", "C", "P", "S", "H", "H", "H", "H", "H", "H", "H", "H", "H"], "xyz": [[-0.748398, 2.250996, 1.176421], [-0.080459, -1.851557, -0.276946], [1.645947, 0.338525, -0.618689], [-0.137508, 0.018825, -0.144447], [-1.222421, 0.265044, -1.918144], [0.210847, 2.526754, 0.925260], [-1.468882, 2.567533, 0.362263], [0.932343, -1.985664, 0.289734], [-0.985723, -2.220183, 0.110448], [0.058071, -2.314657, -1.373024], [1.786481, -0.099587, -1.544571], [1.815777, 1.365629, -0.756245], [2.189590, -0.274965, 0.045774], [-1.731559, 1.638897, -1.756796]], "forces_ev_per_angstrom": [[-3.229, -1.368, 0.690], [3.112, 0.644, -1.601], [-2.457, -0.665, 0.410], [0.288, 0.783, -0.629], [-1.069, 2.354, -0.290], [2.581, 0.722, -1.106], [0.842, -0.418, 0.320], [-2.215, -0.748, -0.617], [-0.682, -0.904, 0.994], [-0.213, 1.454, 2.273], [0.220, -0.992, -2.153], [0.652, 1.309, 0.611], [1.200, 0.198, 1.195], [0.971, -2.370, -0.099]], "orbital_gap_ev": [8.0, 8.0], "e_homo_ev": [-8.21, -8.21], "e_lumo_ev": [-0.206, -0.206], "e_above_lowest_kj_mol": 485.9}

***

Record 2
{"formula": "C5H10O2", "method": "wB97M-V/def2-TZVPD", "species": ["C", "C", "C", "C", "C", "O", "O", "H", "H", "H", "H", "H", "H", "H", "H", "H", "H"], "xyz": [[-1.007773, 1.578501, -0.472677], [-0.638711, 0.828790, 0.580192], [0.658969, -0.115807, 0.665439], [1.867069, 0.483074, -0.040350], [0.261866, -1.455828, 0.107561], [-1.274753, -1.317511, 0.238857], [-2.052483, -1.582471, -0.987806], [-0.690229, 1.340064, -1.480804], [-1.670128, 2.427094, -0.341368], [-1.039631, 1.081028, 1.559877], [0.850688, -0.200303, 1.739895], [2.761786, -0.113099, 0.164460], [2.040176, 1.511031, 0.291874], [1.722221, 0.510380, -1.125410], [0.559263, -2.281977, 0.755686], [0.488710, -1.614394, -0.947988], [-2.837039, -1.078572, -0.707437]], "forces_ev_per_angstrom": [[0.243, -0.727, 0.756], [1.946, 1.197, -0.287], [-1.386, 1.353, -0.249], [0.102, 0.140, 0.013], [-2.967, 0.208, -0.113], [0.888, -1.771, -0.245], [0.946, 0.175, 0.898], [0.262, 0.227, 0.007], [-0.242, -0.294, -0.073], [-0.073, -0.087, -0.136], [0.127, -0.068, -0.169], [-0.022, 0.084, -0.041], [0.046, -0.189, 0.006], [-0.055, -0.018, 0.139], [-0.124, -0.143, -0.398], [0.061, 0.017, 0.161], [0.248, -0.103, -0.269]], "orbital_gap_ev": 9.9, "smiles": "C=C[C@H](C)COO", "e_homo_ev": -8.88, "e_lumo_ev": 1.003, "e_above_lowest_kj_mol": 547.1}

***

Record 3
{"formula": "C14H20N5O6", "method": "wB97M-V/def2-TZVPD", "species": ["O", "O", "O", "O", "O", "O", "C", "C", "C", "C", "C", "C", "C", "C", "C", "C", "N", "N", "N", "N", "N", "C", "C", "C", "C", "H", "H", "H", "H", "H", "H", "H", "H", "H", "H", "H", "H", "H", "H", "H", "H", "H", "H", "H", "H"], "xyz": [[-4.670941, 1.420808, -0.205420], [-4.351585, -3.119938, -0.494207], [-5.261499, -2.618716, 2.180081], [1.208165, 1.528251, 1.362757], [4.446373, 2.276151, -2.213359], [-3.106138, 0.179305, 0.841331], [-4.285255, 0.836537, 0.787754], [-5.400054, -2.520581, -0.695553], [-5.691197, -1.649886, 1.578296], [1.594707, 2.387583, 0.580466], [4.494994, 1.329487, -1.437166], [-5.192308, 0.765380, 1.927335], [-5.845732, -0.398729, 2.303469], [1.466666, -2.424330, -1.074392], [1.531720, -1.078661, -0.828436], [-0.024287, -1.944575, 0.497827], [-5.969120, -1.672648, 0.229610], [0.492941, -2.949596, -0.238209], [5.631213, 0.646781, -1.275947], [2.445895, 2.140306, -0.413950], [0.601201, -0.801814, 0.155624], [1.081923, 3.802933, 0.696683], [5.875702, -0.495655, -0.392252], [2.412523, -0.084007, -1.559628], [3.215218, 0.911118, -0.686541], [-2.736882, 0.316777, -0.043625], [-5.797158, -2.520749, -1.706319], [-5.352911, 1.682732, 2.482170], [-6.447971, -0.419865, 3.205193], [2.045076, -2.966911, -1.814761], [-0.800710, -2.039533, 1.257024], [-6.559401, -0.931225, -0.129865], [0.191979, -3.921148, -0.204984], [6.409863, 0.998953, -1.814928], [2.681553, 2.928185, -1.007515], [0.517639, 0.096320, 0.639962], [0.376589, 3.863671, 1.525406], [0.585877, 4.093733, -0.228096], [1.918247, 4.474446, 0.887816], [5.169077, -1.300986, -0.598519], [5.788343, -0.192258, 0.653750], [6.887630, -0.873404, -0.556275], [1.802209, 0.472684, -2.274388], [3.121556, -0.665419, -2.152773], [3.498270, 0.438492, 0.254555]], "forces_ev_per_angstrom": [[0.916, -0.259, 0.331], [-1.442, 0.417, -0.081], [-0.472, 0.553, -0.575], [-0.241, -0.970, 0.312], [-0.373, -0.098, 0.352], [-0.425, 0.272, 0.165], [-0.858, 0.383, -1.755], [2.882, -0.690, 0.206], [1.399, -2.075, 1.136], [-0.498, 0.422, 0.363], [-0.354, 1.015, -0.810], [-1.390, -2.808, 2.127], [0.944, 3.650, -0.591], [-0.003, 0.650, 0.052], [0.437, -0.294, -0.347], [0.451, 0.078, -0.247], [-0.831, 0.600, -0.695], [-0.116, 0.873, 0.135], [0.484, -0.912, 0.447], [1.000, 0.012, -0.866], [-0.392, -1.766, -0.272], [0.147, -0.087, 0.016], [-0.178, 0.330, 0.012], [-0.137, -0.250, 0.273], [-0.416, 0.275, 0.416], [0.132, -0.036, -0.104], [-0.798, 0.196, -0.067], [0.102, -0.089, 0.024], [-0.036, 0.064, -0.169], [-0.359, -0.172, 0.370], [0.291, 0.014, -0.327], [0.017, -0.151, 0.012], [0.034, 0.402, 0.057], [-0.165, 0.045, -0.022], [0.237, -0.227, -0.140], [0.223, 0.483, 0.347], [0.120, -0.080, -0.140], [0.031, 0.133, -0.032], [-0.044, 0.127, -0.081], [0.066, -0.056, 0.050], [0.043, -0.144, -0.018], [-0.231, 0.129, -0.042], [0.102, 0.105, 0.048], [-0.105, -0.108, 0.003], [-0.194, 0.043, 0.126]], "charge": 1, "orbital_gap_ev": 9.5, "e_homo_ev": -12.14, "e_lumo_ev": -2.611}

***

Record 4
{"formula": "C3H6N2O4S2", "method": "wB97M-V/def2-TZVPD", "species": ["C", "C", "C", "N", "N", "O", "O", "O", "O", "S", "S", "H", "H", "H", "H", "H", "H"], "xyz": [[-1.838313, -0.954580, 0.830806], [-1.462601, -0.534989, -0.407239], [-0.170872, -0.700935, -0.882575], [2.509100, 1.286587, 0.332368], [-0.075567, -0.636395, -2.257607], [1.486044, -0.680498, 1.479630], [2.283959, 1.132982, 2.950994], [-0.058295, 2.094978, -1.008699], [0.129452, 1.378993, 1.391340], [1.951631, 0.690546, 1.638244], [0.457623, 1.096549, -0.080019], [-2.721345, -0.551379, 1.396299], [-0.974351, -1.221983, 1.455402], [-2.170641, -0.245833, -1.237101], [0.467674, -1.244001, -0.280584], [-0.619974, 0.023671, -2.674768], [0.806476, -0.933713, -2.646491]], "forces_ev_per_angstrom": [[0.906, 2.477, 0.101], [-5.148, -1.133, 0.824], [0.891, 0.946, -2.526], [-2.863, 0.284, -0.033], [2.623, -2.818, 2.862], [0.556, 0.006, 0.823], [0.288, 0.074, -0.748], [0.744, -0.941, 1.034], [0.091, -0.017, -1.149], [0.576, -1.550, 1.149], [1.211, 3.169, -1.165], [0.493, -1.134, -1.086], [-0.581, -0.353, 0.029], [0.381, 0.197, 1.450], [1.512, -1.700, 0.454], [-1.502, 2.019, -1.681], [-0.178, 0.476, -0.338]], "orbital_gap_ev": 8.3, "e_homo_ev": -9.80, "e_lumo_ev": -1.544, "e_above_lowest_kj_mol": 0.0}